Entry 1:
C4H33N2O12 | the ωB97M-V functional and the def2-TZVPD basis

## Properties
Kohn-Sham gap (alpha / beta) in eV: 9.097 / 5.183
Lowest unoccupied orbital energy (alpha / beta) in eV: -0.4 / -4.3
Max |F| in eV Å⁻¹: 2.40
ΔE to the lowest compared entry with this formula, charge and spin in kcal per mole: 49.17

ORCA input file:
```
! wB97M-V def2-TZVPD RIJCOSX def2/J DEFGRID3
* xyz 0 2
C 1.547 -1.008 1.856
C 0.050 -1.284 1.834
C -0.389 -2.708 2.092
N -1.793 -2.862 1.678
N 1.649 0.460 1.870
C 1.266 1.142 0.602
O 1.908 0.708 -0.499
H 1.854 -1.547 2.769
H 2.034 -1.596 1.073
H -0.306 -1.107 0.810
H -0.574 -0.647 2.455
H 0.204 -3.474 1.586
H -0.410 -2.906 3.168
H -1.979 -3.142 0.722
H -2.258 -3.500 2.305
H 2.609 0.721 2.059
H 0.224 0.758 0.494
H 1.316 2.213 0.850
H 0.955 -0.525 -1.327
H -0.443 -0.553 -1.976
O 0.270 -1.164 -1.678
H 0.116 -0.345 -4.497
H 0.639 0.985 -4.134
O 0.652 0.327 -4.877
H -2.662 3.128 3.062
H -1.381 2.446 2.849
O -2.034 2.968 2.367
H -2.594 1.641 1.342
H -3.280 0.295 0.898
O -3.079 1.220 0.602
H -0.647 -4.038 -1.486
H 0.703 -3.368 -1.039
O 0.179 -4.194 -1.000
H -2.954 -0.980 -1.758
H -4.488 -1.203 -2.340
O -3.633 -1.575 -2.093
H 2.695 -1.157 -0.969
H 3.770 -0.703 -0.117
O 3.621 -1.358 -0.782
H -0.401 3.920 -2.281
H 0.187 2.804 -3.050
O -0.689 3.204 -2.830
H 2.263 1.596 3.496
H 2.184 3.078 3.579
O 2.406 2.306 4.141
H -1.439 1.601 -2.065
H -2.512 1.011 -1.078
O -2.179 0.958 -2.011
H 1.969 1.891 -1.834
H 2.847 3.031 -2.300
O 2.009 2.536 -2.535
*
```

Entry 2:
C4H13NO2P | the ωB97M-V functional and the def2-TZVPD basis

## Properties
Kohn-Sham gap in eV: 6.853
Lowest unoccupied orbital energy in eV: -5.1
Max |F| in eV Å⁻¹: 4.76
ΔE to the lowest compared entry with this formula, charge and spin in kcal per mole: 38.36

ORCA input file:
```
! wB97M-V def2-TZVPD RIJCOSX def2/J DEFGRID3
* xyz 1 1
C 0.439 -2.711 1.857
C -0.170 -0.187 1.815
C -0.957 3.054 -3.062
C 2.028 -0.855 2.113
N 0.786 -1.271 2.017
O -0.352 -0.459 -1.906
O -0.439 1.722 -2.918
P -0.764 1.008 -1.421
H 0.275 -3.048 2.888
H -0.485 -2.922 1.262
H 1.333 -3.281 1.550
H 0.165 0.841 2.152
H -0.630 -0.233 0.831
H -0.939 -0.515 2.452
H -1.839 2.937 -3.714
H -0.061 3.548 -3.407
H -1.407 3.300 -2.098
H 2.826 -1.601 2.148
H 2.337 0.121 1.974
H 0.001 -0.453 -2.746
H -2.148 1.004 -1.787
*
```

Entry 3:
CH2N3O3 | the ωB97M-V functional and the def2-TZVPD basis

## Properties
Kohn-Sham gap in eV: 8.211
SMILES: O=C/N=N/N([O-])O
Lowest unoccupied orbital energy in eV: 4.4
Max |F| in eV Å⁻¹: 1.41
ΔE to the lowest compared entry with this formula, charge and spin in kcal per mole: 70.63

ORCA input file:
```
! wB97M-V def2-TZVPD RIJCOSX def2/J DEFGRID3
* xyz -1 1
O 1.686 -0.925 -1.786
C 0.617 -1.154 -1.239
N -0.052 -0.515 -0.290
N 0.549 0.620 0.215
N -0.155 1.219 1.039
O 0.125 2.248 1.643
O -1.443 0.658 1.306
H 0.013 -2.059 -1.533
H -1.341 -0.091 0.646
*
```